Record 1
{"formula": "C21H31BN3O13S2", "method": "wB97M-V/def2-TZVPD", "species": ["O", "C", "O", "B", "O", "C", "O", "O", "C", "O", "C", "O", "O", "C", "C", "O", "C", "H", "H", "H", "H", "H", "H", "C", "C", "N", "H", "H", "H", "C", "C", "N", "H", "H", "H", "C", "C", "N", "H", "H", "H", "C", "C", "C", "S", "O", "O", "C", "H", "H", "H", "H", "H", "H", "H", "H", "C", "C", "C", "S", "O", "O", "C", "H", "H", "H", "H", "H", "H", "H", "H"], "xyz": [[-1.561, 4.807, -2.712], [-0.793, 4.123, -2.150], [-1.061, 2.973, -1.689], [0.126, 2.347, -1.161], [1.157, 3.380, -1.340], [0.664, 4.397, -1.871], [1.331, 5.426, -2.222], [0.505, 1.113, -1.983], [0.170, 0.069, -1.280], [0.052, -1.112, -1.720], [-0.137, 0.584, 0.226], [0.009, 1.871, 0.206], [-0.388, -0.049, 1.241], [-1.553, -7.465, 1.117], [-0.272, -7.928, 1.748], [0.577, -7.194, 2.235], [-0.077, -9.463, 1.607], [-1.445, -6.390, 1.262], [-2.575, -7.624, 1.463], [-1.598, -7.675, 0.048], [0.635, -9.853, 2.335], [0.271, -9.705, 0.602], [-0.994, -10.051, 1.579], [4.220, 11.689, -3.130], [3.199, 12.661, -3.558], [2.436, 13.451, -3.930], [4.529, 11.118, -4.005], [3.838, 10.976, -2.399], [5.147, 12.155, -2.796], [7.597, 5.260, -1.406], [7.411, 6.583, -0.737], [7.249, 7.574, -0.143], [8.542, 4.766, -1.183], [7.595, 5.390, -2.489], [6.724, 4.647, -1.183], [-1.289, -6.793, -6.366], [-2.685, -7.279, -6.435], [-3.793, -7.681, -6.500], [-1.275, -5.856, -5.810], [-1.018, -6.666, -7.415], [-0.665, -7.419, -5.729], [-5.975, -1.243, -2.943], [-5.901, -0.004, -2.006], [-6.616, 1.135, -2.759], [-6.697, 0.763, -4.560], [-5.959, 1.573, -5.405], [-8.117, 0.345, -4.828], [-5.678, -0.733, -4.322], [-6.973, -1.679, -2.907], [-5.406, -2.116, -2.622], [-4.893, 0.200, -1.647], [-6.514, -0.247, -1.138], [-6.211, 2.139, -2.638], [-7.614, 1.132, -2.320], [-4.622, -0.464, -4.328], [-5.892, -1.297, -5.229], [2.127, -1.820, 7.730], [1.561, -0.335, 7.951], [2.739, 0.454, 8.584], [4.314, -0.226, 7.892], [5.174, -0.733, 9.024], [4.798, 0.656, 6.865], [3.443, -1.634, 6.998], [1.368, -2.465, 7.287], [2.225, -2.365, 8.669], [0.624, -0.323, 8.509], [1.305, -0.001, 6.946], [2.629, 0.483, 9.668], [2.712, 1.529, 8.408], [3.871, -2.620, 6.816], [3.370, -1.258, 5.977]], "mulliken_charge": [-0.59, 0.59, -0.50, 0.98, -0.45, 0.62, -0.70, -0.41, 0.60, -0.67, 0.63, -0.46, -0.65, -1.05, 0.75, -0.54, -1.04, 0.32, 0.34, 0.29, 0.30, 0.30, 0.33, -0.74, 0.32, -0.36, 0.24, 0.27, 0.26, -0.69, 0.30, -0.37, 0.27, 0.25, 0.24, -0.67, 0.29, -0.37, 0.26, 0.24, 0.27, -0.60, -0.58, -0.58, 1.04, -0.59, -0.64, -0.74, 0.31, 0.38, 0.26, 0.29, 0.38, 0.31, 0.33, 0.45, -0.70, -0.68, -0.59, 1.02, -0.64, -0.62, -0.64, 0.38, 0.32, 0.36, 0.29, 0.35, 0.37, 0.38, 0.37], "charge": -1, "orbital_gap_ev": 8.99, "homo_energy_ha": -0.269}

=====

Record 2
{"formula": "C21H31ClN2O5SSc", "method": "wB97M-V/def2-TZVPD", "species": ["Sc", "Cl", "N", "N", "C", "C", "C", "C", "C", "C", "H", "H", "H", "H", "H", "H", "C", "C", "C", "C", "H", "H", "H", "H", "H", "H", "O", "H", "H", "O", "H", "H", "C", "C", "C", "H", "H", "C", "C", "H", "C", "C", "C", "C", "H", "C", "H", "H", "H", "H", "H", "H", "H", "H", "C", "S", "O", "O", "O", "H", "H", "H"], "xyz": [[-0.660, 0.044, 0.693], [-2.822, 0.202, 1.665], [-0.040, 2.067, -0.058], [-0.181, -2.125, 0.198], [-0.949, 2.890, -0.584], [-0.917, -2.996, -0.482], [1.024, 2.926, 0.560], [0.276, 4.242, 0.738], [2.246, 3.032, -0.334], [1.439, 2.369, 1.881], [1.958, 3.084, -1.388], [2.885, 2.153, -0.185], [2.823, 3.924, -0.053], [0.622, 2.472, 2.595], [2.326, 2.858, 2.294], [1.703, 1.315, 1.764], [0.706, -2.915, 1.110], [0.533, -4.338, 0.621], [0.137, -2.796, 2.495], [2.143, -2.413, 1.065], [2.509, -2.410, 0.034], [2.787, -3.050, 1.684], [2.223, -1.393, 1.458], [-0.924, -3.071, 2.533], [0.209, -1.754, 2.771], [0.722, -3.354, 3.229], [-0.680, -4.273, -0.236], [0.343, -5.074, 1.413], [1.379, -4.684, 0.011], [-0.848, 4.155, -0.223], [0.853, 5.151, 0.545], [-0.170, 4.318, 1.742], [-2.111, 2.424, -1.422], [-2.031, -2.600, -1.407], [-1.696, -1.311, -2.108], [-2.933, -2.485, -0.786], [-2.239, -3.429, -2.088], [-2.087, -0.092, -1.549], [-1.755, 1.138, -2.123], [-2.747, -0.107, -0.669], [-1.070, 1.153, -3.330], [-0.752, -0.072, -3.914], [-0.679, 2.443, -3.993], [-1.009, -1.303, -3.313], [-0.287, -0.065, -4.897], [-0.555, -2.580, -3.960], [-0.161, -2.370, -4.960], [-1.368, -3.306, -4.067], [0.243, -3.065, -3.383], [-1.512, 3.150, -4.067], [-0.319, 2.245, -5.008], [0.131, 2.952, -3.452], [-2.413, 3.222, -2.107], [-2.951, 2.283, -0.727], [1.679, 0.015, 4.521], [0.002, 0.313, 4.073], [-0.875, -0.731, 4.578], [-0.345, 1.696, 4.315], [0.164, 0.076, 2.503], [1.915, 0.518, 5.457], [2.297, 0.400, 3.712], [1.808, -1.065, 4.614]], "nbo_charge": [1.41, -0.69, -0.69, -0.67, 0.56, 0.60, 0.05, -0.08, -0.60, -0.62, 0.22, 0.22, 0.19, 0.25, 0.20, 0.22, 0.05, -0.07, -0.63, -0.60, 0.22, 0.20, 0.23, 0.23, 0.26, 0.19, -0.49, 0.20, 0.18, -0.49, 0.19, 0.19, -0.48, -0.48, -0.05, 0.24, 0.23, -0.51, -0.01, 0.23, -0.03, -0.34, -0.62, -0.01, 0.18, -0.62, 0.21, 0.20, 0.20, 0.20, 0.20, 0.20, 0.23, 0.24, -0.89, 2.39, -0.94, -0.95, -1.15, 0.24, 0.25, 0.24], "charge": -1, "orbital_gap_ev": [2.81, 3.37], "de_lowest_kcal_mol": 0.0, "homo_energy_ha": [-0.011, -0.032]}

=====

Record 3
{"formula": "C21H31F10NO8", "method": "wB97M-V/def2-TZVPD", "species": ["C", "N", "C", "C", "C", "C", "C", "C", "C", "F", "C", "O", "O", "H", "H", "H", "H", "H", "H", "H", "H", "H", "H", "H", "H", "H", "H", "H", "H", "C", "C", "O", "C", "O", "C", "F", "F", "F", "H", "H", "H", "H", "H", "C", "C", "O", "C", "O", "C", "F", "F", "F", "H", "H", "H", "H", "H", "C", "C", "O", "C", "O", "C", "F", "F", "F", "H", "H", "H", "H", "H"], "xyz": [[-1.504, 4.666, 0.413], [-2.363, 3.542, 0.723], [-3.076, 2.962, -0.403], [-4.566, 3.283, -0.484], [-5.201, 4.296, 0.444], [-6.608, 4.218, -0.134], [-7.751, 5.008, 0.485], [-7.325, 6.427, 0.821], [-6.671, 7.136, -0.334], [-8.452, 7.148, 1.123], [-6.728, 2.689, -0.177], [-7.670, 2.051, -0.033], [-5.492, 2.192, -0.412], [-1.080, 4.581, -0.574], [-1.996, 5.644, 0.462], [-0.653, 4.697, 1.082], [-2.952, 3.714, 1.521], [-2.631, 3.286, -1.327], [-2.965, 1.878, -0.364], [-4.724, 3.720, -1.475], [-4.723, 5.242, 0.639], [-5.279, 3.767, 1.402], [-6.596, 4.498, -1.191], [-8.514, 5.115, -0.279], [-8.216, 4.500, 1.322], [-6.686, 6.372, 1.696], [-5.640, 6.839, -0.465], [-7.163, 6.914, -1.270], [-6.651, 8.197, -0.146], [1.284, -0.097, -3.640], [1.157, 1.310, -4.183], [1.149, 2.280, -3.118], [2.335, 2.619, -2.626], [3.398, 2.199, -2.980], [2.153, 3.685, -1.536], [1.152, 3.367, -0.698], [1.861, 4.879, -2.089], [3.265, 3.835, -0.814], [0.500, -0.297, -2.909], [1.208, -0.825, -4.446], [2.240, -0.239, -3.136], [0.207, 1.428, -4.701], [1.948, 1.539, -4.896], [5.492, -4.687, -0.839], [4.907, -3.310, -1.064], [3.479, -3.377, -1.251], [2.749, -3.470, -0.146], [3.159, -3.504, 0.977], [1.258, -3.484, -0.515], [1.008, -4.314, -1.542], [0.856, -2.251, -0.878], [0.507, -3.877, 0.515], [5.215, -5.357, -1.655], [6.577, -4.635, -0.778], [5.115, -5.122, 0.080], [5.307, -2.873, -1.977], [5.149, -2.632, -0.246], [4.437, -7.071, 5.191], [5.085, -8.329, 4.653], [5.130, -8.316, 3.214], [6.118, -7.620, 2.665], [6.967, -7.011, 3.246], [6.044, -7.742, 1.136], [4.788, -7.579, 0.686], [6.461, -8.956, 0.735], [6.819, -6.825, 0.545], [3.449, -6.932, 4.751], [4.336, -7.130, 6.274], [5.029, -6.189, 4.947], [4.493, -9.201, 4.923], [6.085, -8.473, 5.059]], "mulliken_charge": [-0.85, -0.29, -0.74, 0.66, -1.02, 0.48, -1.32, 0.56, -1.26, -0.36, 0.20, -0.53, -0.41, 0.23, 0.27, 0.36, 0.26, 0.28, 0.30, 0.07, 0.49, 0.39, 0.27, 0.37, 0.30, 0.26, 0.31, 0.31, 0.40, -1.07, -0.30, -0.30, 0.33, -0.52, 0.93, -0.23, -0.26, -0.25, 0.29, 0.43, 0.29, 0.34, 0.33, -0.98, -0.34, -0.30, 0.38, -0.52, 0.85, -0.25, -0.22, -0.24, 0.32, 0.41, 0.21, 0.34, 0.34, -1.10, -0.22, -0.31, 0.29, -0.51, 1.00, -0.25, -0.28, -0.23, 0.30, 0.37, 0.32, 0.32, 0.32], "smiles": "CNC[C@@H]1C[C@H](C[C@@H](C)F)C(=O)O1.CCOC(=O)C(F)(F)F.CCOC(=O)C(F)(F)F.CCOC(=O)C(F)(F)F", "charge": 0, "orbital_gap_ev": 9.30, "homo_energy_ha": -0.323}

=====

Record 4
{"formula": "C21H31F5HfP2S", "method": "wB97M-V/def2-TZVPD", "species": ["P", "P", "C", "C", "H", "H", "H", "H", "C", "H", "H", "H", "C", "H", "H", "H", "C", "H", "H", "H", "C", "H", "H", "H", "Hf", "C", "C", "C", "C", "C", "C", "C", "C", "C", "H", "H", "H", "H", "H", "H", "H", "H", "H", "H", "H", "H", "H", "H", "H", "F", "C", "C", "F", "C", "F", "C", "S", "C", "F", "C", "F"], "xyz": [[-0.389, 2.215, 1.765], [1.426, -1.781, -0.871], [-0.762, 0.670, 0.259], [-0.432, -0.797, 0.014], [-1.120, 1.172, -0.657], [-1.569, 0.610, 0.991], [-0.886, -1.500, 0.724], [-0.840, -0.958, -0.980], [1.162, -1.564, -2.653], [2.147, -1.347, -3.088], [0.515, -0.705, -2.879], [0.739, -2.465, -3.111], [1.365, -3.535, -0.498], [0.779, -4.088, -1.247], [0.942, -3.697, 0.505], [2.415, -3.884, -0.501], [-1.331, 3.532, 0.933], [-1.104, 4.433, 1.513], [-2.409, 3.347, 0.927], [-0.959, 3.674, -0.091], [-1.458, 1.638, 3.135], [-1.367, 0.562, 3.322], [-2.510, 1.911, 3.009], [-1.063, 2.144, 4.024], [1.390, 0.335, 0.519], [-2.297, -2.517, -1.188], [-2.218, -1.665, -2.236], [-3.310, -0.727, -2.643], [-4.146, -0.133, -1.489], [-3.375, 0.189, -0.244], [-3.237, -0.638, 0.822], [-3.762, -2.035, 0.862], [-3.558, -2.840, -0.435], [1.811, 0.382, 2.677], [-1.452, -3.171, -0.934], [-1.404, -1.751, -2.956], [-4.023, -1.259, -3.296], [-2.872, 0.091, -3.237], [-4.554, 0.822, -1.869], [-5.011, -0.787, -1.291], [-3.143, 1.261, -0.181], [-2.970, -0.255, 1.816], [-4.849, -2.034, 1.072], [-3.278, -2.553, 1.703], [-3.481, -3.903, -0.131], [-4.450, -2.744, -1.079], [2.679, -0.291, 2.813], [1.056, 0.047, 3.399], [2.155, 1.374, 3.012], [8.129, 2.002, 0.657], [6.818, 2.044, 0.339], [5.981, 0.962, 0.633], [6.479, -0.165, 1.191], [4.630, 1.057, 0.331], [3.848, -0.064, 0.661], [4.052, 2.172, -0.289], [2.310, 2.308, -0.677], [4.933, 3.224, -0.633], [4.443, 4.289, -1.331], [6.285, 3.173, -0.303], [7.100, 4.209, -0.614]], "nbo_charge": [1.06, 0.95, -0.98, -0.87, 0.30, 0.38, 0.29, 0.37, -0.97, 0.30, 0.28, 0.28, -0.97, 0.28, 0.29, 0.31, -0.98, 0.29, 0.25, 0.27, -1.00, 0.26, 0.26, 0.29, 1.68, -0.16, -0.22, -0.46, -0.45, -0.17, -0.23, -0.46, -0.45, -1.24, 0.18, 0.21, 0.25, 0.22, 0.24, 0.23, 0.19, 0.20, 0.26, 0.22, 0.24, 0.23, 0.26, 0.25, 0.28, -0.25, 0.30, 0.30, -0.27, 0.28, -0.32, -0.25, -0.15, 0.33, -0.28, 0.35, -0.27], "charge": 2, "orbital_gap_ev": 6.64, "de_lowest_kcal_mol": 0.0, "homo_energy_ha": -0.520}